Record 1
Computed, not measured: 8 unconnected molecules or ions with the total composition C24H48O24 in a non-equilibrium geometry, with wB97M-V/def2-TZVPD.

Cartesian coordinates (Å):
C 1.7665 2.9645 -5.1774
O 2.4508 2.0739 -4.4065
C 1.6845 1.1842 -3.7403
O 0.4634 1.1976 -3.4713
O 2.4929 0.2482 -3.2720
C 1.7504 -0.7844 -2.5649
H 2.0425 3.9680 -4.8745
H 0.6719 2.8291 -5.0827
H 2.1533 2.7566 -6.1903
H 0.9553 -1.0914 -3.2367
H 1.4207 -0.4513 -1.5633
H 2.5292 -1.5603 -2.5395
C -0.7381 1.9638 -0.8879
O 0.6305 1.7527 -0.4336
C 1.6618 2.4456 -0.9975
O 1.4733 3.4754 -1.7017
O 2.7613 1.8624 -0.5214
C 3.9987 2.3560 -1.1365
H -1.4244 1.4933 -0.1910
H -0.8161 1.5937 -1.9011
H -0.9593 3.0449 -0.9100
H 3.8510 2.4816 -2.2182
H 4.7484 1.6515 -0.8040
H 4.2036 3.3315 -0.6038
C -2.5712 5.3161 3.4299
O -3.9360 5.2543 3.7834
C -4.5610 4.2292 3.2401
O -4.0825 3.3896 2.5153
O -5.8403 4.3331 3.5756
C -6.5192 3.1538 3.4434
H -2.0753 4.5349 4.0789
H -2.2609 6.2994 3.6933
H -2.4777 5.1363 2.3376
H -6.3748 2.6392 2.5012
H -7.5667 3.3479 3.5780
H -6.1220 2.5155 4.2284
C 4.2407 -3.0575 2.1986
O 4.2904 -4.1425 1.2441
C 4.2044 -3.8503 -0.0689
O 4.1621 -2.7311 -0.5307
O 4.1525 -5.0015 -0.7643
C 3.9064 -4.7936 -2.2087
H 5.2627 -2.9767 2.5268
H 3.4999 -3.3505 3.0159
H 3.8850 -2.2000 1.6729
H 4.1975 -3.7633 -2.4489
H 2.8661 -4.9318 -2.4366
H 4.4645 -5.4977 -2.8301
C -1.8095 -4.9167 3.0366
O -2.1495 -4.7051 1.6607
C -2.8857 -3.5647 1.5143
O -3.2372 -2.8290 2.4030
O -3.0442 -3.4008 0.2159
C -3.7097 -2.1671 -0.1702
H -2.6668 -4.7449 3.6751
H -1.0535 -4.2186 3.3548
H -1.3737 -5.9141 3.0655
H -2.8796 -1.5055 -0.5333
H -4.1318 -1.7230 0.7670
H -4.5204 -2.3649 -0.7825
C 1.4040 5.9723 0.6601
O 1.0123 5.6662 2.0656
C 0.7419 6.6756 2.8849
O 0.6932 7.8608 2.5963
O 0.3890 6.0901 4.0513
C 0.4299 7.1106 5.1492
H 2.2691 6.6159 0.6318
H 0.5198 6.4660 0.2751
H 1.5636 5.0121 0.2579
H -0.1348 6.7267 5.9828
H -0.0441 8.0615 4.8695
H 1.4812 7.3473 5.3200
C 0.9410 -7.4522 -4.3575
O -0.2549 -6.7508 -4.6343
C -0.7035 -5.7936 -3.8478
O -0.3659 -5.5019 -2.7510
O -1.7280 -5.2315 -4.5102
C -2.2830 -4.0028 -4.0820
H 1.3829 -7.8832 -5.2098
H 0.6685 -8.3135 -3.7940
H 1.5666 -6.8689 -3.7494
H -3.0573 -3.8103 -4.8182
H -1.5594 -3.1744 -4.1344
H -2.6298 -4.1642 -3.0759
C 0.4827 -2.9320 -0.2011
O -0.3444 -1.8571 0.2909
C -0.0852 -1.0754 1.3670
O 0.9585 -1.0573 1.9290
O -1.2314 -0.3369 1.5516
C -1.2390 0.7121 2.4732
H 0.0483 -3.8684 0.2279
H 1.4932 -2.7731 0.1555
H 0.2960 -2.9433 -1.2572
H -0.2629 0.7132 2.9102
H -1.9578 0.4705 3.2139
H -1.5152 1.7046 2.0026

Calculated values
SMILES string	COC(=O)OC.COC(=O)OC.COC(=O)OC.COC(=O)OC.COC(=O)OC.COC(=O)OC.COC(=O)OC.COC(=O)OC
HOMO-LUMO gap	11.154	eV
ΔE to the lowest compared entry with this formula, charge and spin	262.3	kJ/mol
E	-2748.99739	hartree
HOMO level	-10.63	eV

Listed below, in e, are the Mulliken charges computed for each atom:
1. C -0.730
2. O -0.289
3. C 0.869
4. O -0.695
5. O -0.372
6. C -0.208
7. H 0.233
8. H 0.364
9. H 0.255
10. H 0.363
11. H 0.119
12. H 0.030
13. C -0.556
14. O 0.117
15. C 0.467
16. O -0.578
17. O -0.160
18. C -0.663
19. H 0.095
20. H 0.242
21. H 0.300
22. H 0.289
23. H 0.209
24. H 0.268
25. C -0.471
26. O -0.342
27. C 0.803
28. O -0.525
29. O -0.347
30. C -0.677
31. H 0.263
32. H 0.170
33. H 0.285
34. H 0.284
35. H 0.230
36. H 0.318
37. C -0.514
38. O -0.383
39. C 0.946
40. O -0.570
41. O -0.364
42. C -0.525
43. H 0.310
44. H 0.188
45. H 0.234
46. H 0.288
47. H 0.106
48. H 0.290
49. C -0.755
50. O -0.304
51. C 0.991
52. O -0.614
53. O -0.290
54. C -0.700
55. H 0.328
56. H 0.296
57. H 0.247
58. H 0.093
59. H 0.337
60. H 0.411
61. C -0.202
62. O -0.248
63. C 0.731
64. O -0.581
65. O -0.243
66. C -0.757
67. H 0.320
68. H 0.332
69. H -0.221
70. H 0.265
71. H 0.340
72. H 0.313
73. C -0.452
74. O -0.348
75. C 0.801
76. O -0.520
77. O -0.354
78. C -0.472
79. H 0.280
80. H 0.312
81. H 0.087
82. H 0.230
83. H 0.183
84. H 0.277
85. C -0.746
86. O -0.007
87. C 0.521
88. O -0.572
89. O -0.030
90. C -0.883
91. H 0.309
92. H 0.309
93. H 0.141
94. H 0.435
95. H 0.295
96. H 0.154



Record 2
Computed, not measured: a molecular structure, C5H7NO, with wB97M-V/def2-TZVPD.

Cartesian coordinates (Å):
C -1.7610 0.1198 0.4127
N -0.3346 -0.0780 0.2100
C 0.2827 -1.2328 -0.1335
C 1.6574 -0.8449 -0.4480
C 1.8742 0.5529 -0.2632
C 0.6093 0.9289 0.1340
O 0.1343 2.1662 0.4169
H -2.1954 0.7831 -0.3464
H -1.9084 0.5747 1.3941
H -2.2644 -0.8500 0.3689
H -0.2052 -2.1934 -0.0207
H 2.4220 -1.5959 -0.6217
H 0.7833 -1.0735 -1.4079
H 0.9059 2.7428 0.3046

Calculated values
HOMO-LUMO gap	8.229	eV
ΔE to the lowest compared entry with this formula, charge and spin	413.1	kJ/mol
E	-324.56713	hartree
HOMO level	-7.57	eV

Listed below, in e, are the Mulliken charges computed for each atom:
1. C -0.815
2. N 0.157
3. C -0.303
4. C -0.423
5. C -1.172
6. C 0.697
7. O -0.482
8. H 0.302
9. H 0.294
10. H 0.304
11. H 0.426
12. H 0.469
13. H 0.183
14. H 0.361



Record 3
Computed, not measured: 6 unconnected molecules or ions with the total composition C23H54B2N8O8P in a non-equilibrium geometry, with wB97M-V/def2-TZVPD.

Cartesian coordinates (Å):
C -0.2802 1.4554 0.8905
C 0.2293 1.1528 -0.5308
B -0.7032 0.1349 -1.2749
O -0.2582 -1.0235 -1.8067
C -2.2500 0.4741 -1.4771
N -2.7318 1.2786 -2.5005
C -4.0548 1.4260 -2.4027
N -4.8515 2.1881 -3.2352
N -4.4691 0.6990 -1.3667
P -6.0544 0.3972 -0.5994
C -6.1034 1.7146 0.6837
C -7.4123 0.7985 -1.7522
C -8.6644 1.0457 -0.8862
C -3.3495 0.0789 -0.7676
B -3.4575 -0.9125 0.4682
O -4.0998 -2.1166 0.3582
O -2.9052 -0.5802 1.6723
H 0.4045 2.1094 1.4149
H -1.2702 1.9005 0.8474
H -0.3310 0.5325 1.4589
H 1.2614 0.8216 -0.5179
H 0.1610 2.0877 -1.1021
H 0.6406 -1.1901 -1.4993
H -2.1590 1.6939 -3.2167
H -5.5110 2.7173 -2.6742
H -4.2780 2.8831 -3.7020
H -6.1963 2.7021 0.2374
H -6.9546 1.5036 1.3178
H -5.1852 1.6442 1.2579
H -7.2498 1.6730 -2.3779
H -7.5985 -0.0514 -2.3994
H -8.7268 2.0739 -0.5527
H -9.5592 0.7234 -1.4020
H -8.6072 0.4316 0.0148
H -5.0268 -2.0130 0.1108
H -2.3554 -1.3057 1.9985
C 3.7081 1.7085 1.5348
O 2.7310 1.0393 1.2271
N 4.3240 2.5740 0.7159
C 5.4892 3.3355 1.1391
C 3.8134 2.7505 -0.6307
H 4.1705 1.6453 2.5334
H 5.2782 4.4046 1.0753
H 6.3381 3.0960 0.4988
H 5.7424 3.0850 2.1661
H 2.7795 3.0980 -0.5988
H 3.8361 1.8020 -1.1708
H 4.4244 3.4790 -1.1562
C 7.2866 0.4218 1.3534
O 8.1027 1.3273 1.3362
N 7.4443 -0.7490 1.9878
C 6.4210 -1.7783 1.9698
C 8.6804 -0.9888 2.7157
H 6.3152 0.4995 0.8336
H 6.0882 -1.9967 2.9856
H 6.8142 -2.6926 1.5222
H 5.5662 -1.4406 1.3875
H 8.8102 -0.2376 3.4953
H 9.5332 -0.9261 2.0399
H 8.6470 -1.9758 3.1682
C -0.9647 -6.0170 0.7038
O -0.5706 -5.3272 1.6238
N -1.4181 -5.5272 -0.4660
C -1.8814 -6.3787 -1.5433
C -1.4353 -4.0867 -0.6301
H -0.9824 -7.1183 0.7537
H -1.2791 -6.2179 -2.4397
H -2.9252 -6.1606 -1.7769
H -1.7991 -7.4226 -1.2497
H -0.4231 -3.6943 -0.5182
H -2.0664 -3.6397 0.1380
H -1.8218 -3.8229 -1.6110
C 6.6621 1.9930 4.9286
O 5.4867 1.9390 5.2435
N 7.6664 2.3456 5.7460
C 9.0434 2.3938 5.2910
C 7.3556 2.6893 7.1246
H 7.0102 1.7529 3.9071
H 9.6583 1.7043 5.8732
H 9.4435 3.4027 5.4047
H 9.0965 2.1140 4.2400
H 6.8789 1.8458 7.6241
H 6.6665 3.5332 7.1554
H 8.2721 2.9498 7.6469
C -6.0325 -1.2488 -4.4179
O -6.2077 -2.2073 -3.6891
N -6.4506 -1.1512 -5.6886
C -6.2089 0.0307 -6.4931
C -7.1701 -2.2756 -6.2719
H -5.4929 -0.3482 -4.0746
H -7.1549 0.4671 -6.8181
H -5.6196 -0.2258 -7.3749
H -5.6648 0.7697 -5.9078
H -8.0739 -2.4809 -5.6989
H -6.5472 -3.1692 -6.2531
H -7.4367 -2.0400 -7.2983

Calculated values
HOMO-LUMO gap	8.012	eV
charge	+1
E	-2339.78581	hartree
HOMO level	-10.59	eV

Listed below, in e, are the Mulliken charges computed for each atom:
1. C -1.254
2. C 0.082
3. B 0.246
4. O -0.676
5. C -0.688
6. N 0.053
7. C 0.265
8. N -0.364
9. N 0.489
10. P -0.349
11. C -1.142
12. C 0.110
13. C -1.506
14. C 0.198
15. B 0.683
16. O -0.644
17. O -0.534
18. H 0.380
19. H 0.399
20. H 0.267
21. H 0.307
22. H 0.053
23. H 0.321
24. H 0.307
25. H 0.289
26. H 0.310
27. H 0.357
28. H 0.462
29. H 0.336
30. H 0.325
31. H 0.186
32. H 0.336
33. H 0.399
34. H 0.397
35. H 0.275
36. H 0.332
37. C -0.200
38. O -0.535
39. N 0.165
40. C -0.916
41. C -0.918
42. H 0.525
43. H 0.387
44. H 0.428
45. H 0.123
46. H 0.230
47. H 0.290
48. H 0.413
49. C 0.146
50. O -0.602
51. N 0.146
52. C -0.935
53. C -0.833
54. H 0.213
55. H 0.338
56. H 0.362
57. H 0.293
58. H 0.162
59. H 0.303
60. H 0.410
61. C 0.059
62. O -0.572
63. N 0.206
64. C -0.915
65. C -1.004
66. H 0.277
67. H 0.311
68. H 0.313
69. H 0.318
70. H 0.294
71. H 0.271
72. H 0.432
73. C 0.672
74. O -0.666
75. N 0.091
76. C -0.920
77. C -0.987
78. H -0.156
79. H 0.332
80. H 0.361
81. H 0.299
82. H 0.312
83. H 0.291
84. H 0.391
85. C 0.706
86. O -0.662
87. N 0.052
88. C -0.831
89. C -0.969
90. H -0.187
91. H 0.346
92. H 0.348
93. H 0.194
94. H 0.299
95. H 0.306
96. H 0.391



Record 4
Computed, not measured: a molecular structure, C20H42IrNOP3 in a non-equilibrium geometry, with wB97M-V/def2-TZVPD.

Cartesian coordinates (Å):
Ir 0.0525 -0.5307 0.2634
P -0.9958 -1.4595 2.0549
P 2.2551 -1.0625 0.6317
P -1.0962 -1.7422 -1.2096
H -2.4288 4.0899 -0.2691
C -3.1095 3.2631 -0.5215
C -3.8096 2.6460 0.4410
H -3.7293 2.9618 1.4864
C -0.8975 -0.4447 3.5736
C -0.3642 -3.0964 2.5568
C -2.8127 -1.6425 1.9104
C 3.3516 0.3148 0.1162
C 2.7938 -1.3899 2.3523
C 2.8270 -2.4678 -0.3750
C -2.7611 -0.9899 -1.3632
C -1.2888 -3.5289 -0.9029
C -0.4945 -1.6789 -2.9251
H -3.2071 3.0437 -1.5870
H -4.4758 1.7960 0.2545
H -1.4555 0.4918 3.4297
H 0.1413 -0.2048 3.8337
H -1.3531 -0.9957 4.4075
H 0.7302 -3.1195 2.5396
H -0.7467 -3.8810 1.8933
H -0.7021 -3.3014 3.5828
H -3.2555 -0.6632 1.6875
H -3.2134 -1.9910 2.8690
H -3.1007 -2.3543 1.1305
H 3.9244 -0.0025 -0.7650
H 4.0478 0.5619 0.9284
H 2.7579 1.2071 -0.1285
H 3.8904 -1.3060 2.3922
H 2.5154 -2.3988 2.6796
H 2.3746 -0.6513 3.0496
H 3.9213 -2.4350 -0.4360
H 2.3945 -2.3927 -1.3790
H 2.5095 -3.4081 0.0884
H -3.1702 -1.2242 -2.3549
H -2.6809 0.1018 -1.2618
H -3.4559 -1.3579 -0.6009
H -1.5025 -4.0323 -1.8551
H -2.1030 -3.7495 -0.2048
H -0.3567 -3.9431 -0.5033
H -1.1421 -2.3030 -3.5573
H 0.5326 -2.0562 -2.9758
H -0.5153 -0.6527 -3.3122
C 0.8114 1.7174 -2.7022
C 2.1588 1.5842 -3.0896
C 2.4803 1.5833 -4.4436
C 1.4839 1.7112 -5.4174
C 0.1655 1.9434 -5.0198
C -0.1784 1.9796 -3.6736
O 0.4212 1.5357 -1.3985
H 0.5088 0.5029 -1.0943
H 2.9284 1.4507 -2.3324
H 3.5269 1.4656 -4.7345
H 1.7238 1.6471 -6.4796
H -0.6108 2.0907 -5.7707
H -1.1997 2.1647 -3.3476
C 0.1378 3.2393 3.9786
C 1.0019 3.1959 2.7142
C 0.7759 2.0051 1.9272
N 0.4528 1.0943 1.2843
H -0.9045 3.4478 3.7163
H 0.4920 4.0253 4.6518
H 0.1644 2.2837 4.5136
H 0.7952 4.0681 2.0789
H 2.0692 3.2442 2.9739

Calculated values
spin multiplicity	6
HOMO-LUMO gap (alpha / beta)	5.659 / 3.735	eV
charge	+4
E	-2043.90941	hartree
HOMO level (alpha / beta)	-18.27 / -20.72	eV

Listed below, in e, are the Mulliken charges computed for each atom:
1. Ir 0.863
2. P 0.710
3. P 1.059
4. P 1.003
5. H 0.311
6. C -0.086
7. C -0.174
8. H 0.331
9. C -1.279
10. C -1.034
11. C -1.278
12. C -1.388
13. C -1.363
14. C -1.360
15. C -1.188
16. C -1.300
17. C -1.212
18. H 0.311
19. H 0.315
20. H 0.329
21. H 0.236
22. H 0.651
23. H 0.052
24. H 0.369
25. H 0.474
26. H 0.233
27. H 0.551
28. H 0.331
29. H 0.466
30. H 0.482
31. H 0.258
32. H 0.520
33. H 0.391
34. H 0.371
35. H 0.502
36. H 0.324
37. H 0.391
38. H 0.487
39. H 0.001
40. H 0.472
41. H 0.516
42. H 0.427
43. H 0.376
44. H 0.577
45. H 0.328
46. H 0.228
47. C 0.477
48. C -0.136
49. C -0.486
50. C -0.771
51. C -0.206
52. C -0.149
53. O -0.173
54. H -0.488
55. H 0.444
56. H 0.478
57. H 0.482
58. H 0.456
59. H 0.365
60. C -1.125
61. C -0.513
62. C 0.329
63. N -0.241
64. H 0.275
65. H 0.394
66. H 0.334
67. H 0.319
68. H 0.352



Q: The highest E belongs to which entry?
A: C5H7NO